[1]
Entry from the Open Molecules 2025 dataset: a 11-piece molecular cluster, C42H103N5O11 overall in a non-equilibrium geometry (the ωB97M-V functional and the def2-TZVPD basis).

Geometry (Å):
C  -20.494  18.333  -1.835
C  -19.693  19.000  -0.707
C  -20.571  20.088  -0.077
C  -19.367  17.964  0.363
C  -18.246  17.034  -0.032
C  -17.011  17.853  -0.407
C  -17.265  18.885  -1.496
C  -16.042  19.802  -1.493
C  -17.373  18.210  -2.862
N  -18.445  19.668  -1.118
O  -18.674  20.752  -1.992
H  -21.564  18.426  -1.639
H  -20.349  18.769  -2.830
H  -20.295  17.264  -1.943
H  -21.340  19.625  0.549
H  -19.984  20.772  0.533
H  -21.108  20.640  -0.850
H  -19.170  18.450  1.322
H  -20.252  17.334  0.511
H  -17.977  16.357  0.780
H  -18.538  16.432  -0.898
H  -16.196  17.184  -0.696
H  -16.658  18.371  0.492
H  -15.904  20.303  -0.534
H  -16.107  20.583  -2.250
H  -15.143  19.221  -1.708
H  -16.416  17.770  -3.153
H  -17.665  18.896  -3.662
H  -18.109  17.401  -2.860
H  -19.009  20.374  -2.826
C  -28.452  17.324  -3.825
C  -27.420  17.847  -2.839
C  -28.175  18.456  -1.640
C  -26.539  16.667  -2.429
C  -25.335  17.092  -1.613
C  -24.499  18.091  -2.418
C  -25.283  19.264  -3.014
C  -25.427  20.385  -1.965
C  -24.472  19.822  -4.175
N  -26.562  18.802  -3.522
O  -27.282  19.830  -4.166
H  -28.992  16.474  -3.406
H  -29.223  18.079  -4.007
H  -27.998  17.021  -4.770
H  -27.509  18.654  -0.802
H  -28.620  19.402  -1.952
H  -28.966  17.784  -1.303
H  -27.148  15.928  -1.894
H  -26.238  16.127  -3.335
H  -25.708  17.576  -0.706
H  -24.717  16.248  -1.308
H  -23.860  17.599  -3.154
H  -23.785  18.524  -1.704
H  -25.795  20.010  -1.009
H  -26.125  21.118  -2.375
H  -24.477  20.886  -1.776
H  -24.289  19.042  -4.929
H  -23.502  20.225  -3.890
H  -25.047  20.561  -4.737
H  -27.459  19.482  -5.045
C  -21.825  27.057  -2.143
C  -21.403  25.591  -2.046
C  -19.946  25.560  -1.529
C  -22.309  24.879  -1.057
C  -22.245  23.368  -1.150
C  -22.575  22.904  -2.566
C  -21.724  23.573  -3.647
C  -20.368  22.866  -3.758
C  -22.472  23.439  -4.972
N  -21.564  24.995  -3.360
O  -20.799  25.642  -4.343
H  -22.833  27.124  -2.558
H  -21.779  27.556  -1.176
H  -21.176  27.578  -2.848
H  -19.878  26.168  -0.625
H  -19.598  24.551  -1.310
H  -19.269  26.045  -2.238
H  -22.046  25.184  -0.039
H  -23.340  25.226  -1.193
H  -21.236  23.019  -0.904
H  -22.934  22.938  -0.421
H  -23.649  22.994  -2.751
H  -22.377  21.825  -2.588
H  -19.747  23.046  -2.882
H  -19.848  23.190  -4.666
H  -20.481  21.791  -3.918
H  -22.647  22.383  -5.202
H  -21.926  23.879  -5.808
H  -23.436  23.947  -4.922
H  -19.877  25.370  -4.211
N  -19.628  19.153  -7.175
C  -19.334  20.218  -6.379
N  -19.354  21.448  -6.996
O  -19.120  20.112  -5.176
H  -19.560  18.214  -6.821
H  -19.799  19.297  -8.154
H  -19.675  21.528  -7.943
H  -19.328  22.235  -6.375
C  -17.197  14.560  -3.342
C  -17.361  15.178  -4.708
O  -18.038  14.302  -5.622
H  -18.124  14.118  -2.972
H  -16.859  15.298  -2.610
H  -16.440  13.771  -3.345
H  -16.369  15.425  -5.099
H  -17.944  16.095  -4.675
H  -17.406  13.630  -5.892
C  -16.392  21.913  -4.750
C  -16.554  22.918  -3.624
O  -16.392  24.262  -4.090
H  -15.342  21.846  -5.054
H  -16.992  22.157  -5.623
H  -16.701  20.929  -4.394
H  -15.853  22.698  -2.817
H  -17.576  22.861  -3.255
H  -15.469  24.388  -4.325
C  -20.735  18.320  4.040
C  -19.674  19.240  4.547
O  -20.196  19.898  5.721
H  -21.092  17.593  4.766
H  -20.371  17.773  3.167
H  -21.594  18.904  3.702
H  -19.423  20.005  3.807
H  -18.768  18.693  4.828
H  -19.536  20.524  6.032
C  -18.927  23.355  1.793
C  -18.046  22.825  0.685
O  -17.577  21.521  0.998
H  -19.387  24.309  1.519
H  -18.364  23.515  2.716
H  -19.747  22.677  2.045
H  -17.203  23.514  0.542
H  -18.590  22.810  -0.266
H  -17.717  20.983  0.205
C  -20.840  16.801  -4.915
C  -21.101  16.027  -6.193
O  -19.906  15.956  -6.970
H  -20.152  16.272  -4.258
H  -21.769  16.989  -4.368
H  -20.437  17.768  -5.203
H  -21.836  16.504  -6.840
H  -21.448  15.015  -5.953
H  -19.255  15.356  -6.577
C  -14.604  17.257  2.163
C  -13.611  16.604  3.114
O  -13.908  16.892  4.476
H  -14.509  16.795  1.173
H  -14.375  18.309  1.986
H  -15.624  17.109  2.517
H  -12.614  16.977  2.862
H  -13.695  15.523  3.052
H  -14.117  17.828  4.555
C  -13.149  21.414  -1.071
C  -13.776  22.751  -0.703
O  -12.836  23.517  0.040
H  -13.432  21.116  -2.081
H  -13.387  20.625  -0.361
H  -12.061  21.507  -1.098
H  -14.681  22.564  -0.109
H  -14.099  23.283  -1.604
H  -13.212  24.390  0.180

Its gap between HOMO and LUMO is 8.44 eV. The spin multiplicity is 1. The energy relative to the best compared isomer or geometry (same formula, charge and spin) is 0.0 kcal per mole. The calculation puts the energy at -2763.361327 Eh.



[2]
Entry from the Open Molecules 2025 dataset: a 7-piece molecular cluster, C42H105N7O14 overall in a non-equilibrium geometry (the ωB97M-V functional and the def2-TZVPD basis).

Geometry (Å):
C  0.563  -7.839  1.709
O  0.596  -6.570  1.135
C  -0.137  -5.639  1.872
C  0.261  -4.250  1.417
N  1.706  -3.949  1.578
C  1.996  -3.217  2.839
C  2.001  -1.723  2.577
O  2.687  -1.085  3.655
C  3.063  0.247  3.354
H  0.974  -8.560  1.000
H  -0.480  -8.139  1.872
H  1.161  -7.904  2.622
H  0.007  -5.788  2.957
H  -1.225  -5.757  1.728
H  -0.418  -3.470  1.754
H  0.148  -4.341  0.324
H  2.081  -4.887  1.701
H  3.035  -3.467  3.066
H  1.313  -3.475  3.656
H  1.009  -1.269  2.460
H  2.546  -1.480  1.654
H  2.202  0.933  3.444
H  3.498  0.382  2.361
H  3.732  0.547  4.162
C  -6.603  -0.071  4.986
O  -5.261  -0.494  4.980
C  -4.980  -1.695  5.616
C  -3.714  -2.280  5.009
N  -3.960  -3.168  3.885
C  -4.580  -2.609  2.719
C  -4.512  -3.638  1.601
O  -3.231  -3.599  0.955
C  -3.218  -4.385  -0.207
H  -6.905  0.405  5.931
H  -7.272  -0.905  4.753
H  -6.674  0.747  4.267
H  -5.824  -2.393  5.515
H  -4.836  -1.609  6.705
H  -3.112  -2.792  5.765
H  -3.076  -1.408  4.768
H  -3.155  -3.733  3.661
H  -4.072  -1.737  2.289
H  -5.624  -2.344  2.885
H  -5.287  -3.483  0.843
H  -4.602  -4.639  2.045
H  -2.276  -4.185  -0.720
H  -4.090  -4.192  -0.838
H  -3.179  -5.465  0.010
C  3.486  -1.087  -2.119
O  2.629  -0.203  -2.818
C  1.994  0.709  -1.984
C  1.108  0.121  -0.896
N  -0.047  -0.523  -1.449
C  -0.760  -1.297  -0.457
C  -1.549  -0.542  0.597
O  -0.716  0.102  1.557
C  -1.413  1.006  2.367
H  4.066  -0.574  -1.346
H  4.071  -1.648  -2.842
H  2.883  -1.865  -1.626
H  1.354  1.364  -2.588
H  2.674  1.417  -1.482
H  0.929  0.982  -0.229
H  1.674  -0.578  -0.280
H  -0.608  0.123  -1.986
H  -0.137  -2.060  0.005
H  -1.545  -1.812  -1.029
H  -2.197  -1.244  1.124
H  -2.144  0.254  0.119
H  -0.830  1.209  3.261
H  -2.403  0.630  2.663
H  -1.589  1.956  1.836
C  2.342  4.621  3.297
O  2.670  4.514  1.942
C  1.556  4.449  1.100
C  1.918  4.925  -0.269
N  2.895  4.060  -0.916
C  3.608  4.666  -2.024
C  4.518  3.665  -2.656
O  5.518  3.284  -1.732
C  6.271  2.187  -2.210
H  1.743  5.526  3.465
H  3.276  4.615  3.848
H  1.717  3.786  3.651
H  0.716  5.055  1.483
H  1.129  3.433  1.067
H  2.228  5.988  -0.324
H  1.037  4.973  -0.932
H  3.548  3.627  -0.277
H  4.175  5.541  -1.668
H  2.872  5.001  -2.762
H  5.015  4.143  -3.520
H  3.995  2.784  -3.049
H  6.905  1.869  -1.389
H  6.795  2.460  -3.131
H  5.601  1.343  -2.436
C  -6.032  6.904  7.619
O  -6.174  5.498  7.657
C  -5.155  4.874  8.363
C  -5.481  3.394  8.494
N  -5.666  2.699  7.244
C  -4.524  2.573  6.348
C  -3.443  1.706  6.915
O  -2.305  2.502  7.213
C  -1.331  1.802  7.941
H  -6.693  7.286  6.844
H  -5.025  7.173  7.263
H  -6.228  7.337  8.601
H  -5.056  5.257  9.391
H  -4.179  4.946  7.858
H  -6.451  3.346  9.003
H  -4.749  2.916  9.147
H  -6.550  2.881  6.805
H  -4.122  3.559  6.075
H  -4.966  2.153  5.442
H  -3.145  0.924  6.202
H  -3.778  1.120  7.782
H  -0.719  1.156  7.288
H  -1.771  1.122  8.683
H  -0.663  2.501  8.440
C  2.366  -4.021  -4.938
O  3.304  -2.977  -4.889
C  2.868  -1.865  -5.640
C  3.951  -0.824  -5.641
N  5.188  -1.459  -6.138
C  6.291  -0.533  -6.306
C  6.040  0.498  -7.391
O  6.941  0.378  -8.447
C  6.567  1.140  -9.568
H  2.671  -4.772  -4.209
H  2.388  -4.526  -5.915
H  1.346  -3.675  -4.740
H  1.944  -1.529  -5.160
H  2.673  -2.101  -6.696
H  4.083  -0.368  -4.653
H  3.679  -0.012  -6.318
H  5.410  -2.159  -5.440
H  7.146  -1.113  -6.670
H  6.620  -0.050  -5.374
H  6.091  1.511  -6.942
H  4.994  0.474  -7.722
H  5.493  1.310  -9.646
H  6.961  0.691  -10.481
H  7.051  2.134  -9.546
C  0.627  3.526  -5.360
O  0.739  2.274  -6.000
C  -0.272  1.387  -5.586
C  -0.238  0.122  -6.440
N  -1.584  -0.451  -6.621
C  -1.573  -1.907  -7.022
C  -2.491  -2.731  -6.146
O  -1.933  -3.157  -4.930
C  -1.748  -2.145  -3.952
H  1.491  4.114  -5.686
H  0.660  3.418  -4.273
H  -0.240  4.097  -5.710
H  -1.270  1.838  -5.594
H  -0.076  1.041  -4.554
H  0.495  -0.575  -6.052
H  0.106  0.393  -7.451
H  -1.959  0.063  -7.406
H  -0.527  -2.212  -6.958
H  -1.886  -1.922  -8.069
H  -2.835  -3.631  -6.661
H  -3.403  -2.138  -5.968
H  -1.001  -1.390  -4.189
H  -1.481  -2.710  -3.059
H  -2.714  -1.669  -3.728

Its gap between HOMO and LUMO is 8.94 eV. The spin multiplicity is 1. The energy relative to the best compared isomer or geometry (same formula, charge and spin) is 0.0 kcal per mole. The calculation puts the energy at -3099.510349 Eh.